# 1
An isolated molecule of C6H9NO in a non-equilibrium geometry, computed with ωB97M-V/def2-TZVPD.

```
17
Properties=species:S:1:pos:R:3:forces:R:3
O 1.772708 1.564306 0.121709 -0.76 -0.77 -0.72
C 0.630619 0.719081 -0.016355 2.87 -1.71 2.71
C 1.236676 -0.711177 -0.279280 -1.87 -1.58 1.17
C -0.105368 -1.217270 0.494708 0.25 3.47 -1.17
C -0.014308 0.101632 1.308889 0.40 -0.04 2.56
C -1.082528 -0.639630 -0.620687 -0.30 -0.54 1.38
N -1.871349 0.545419 -0.176115 -1.12 -0.13 -2.97
C -0.480988 0.706281 -0.920450 -4.14 -1.11 -0.35
H 1.601639 2.483836 0.213336 -0.72 1.20 0.13
H 1.313465 -1.188327 -1.249931 -0.10 0.66 -0.64
H 2.153512 -0.912021 0.218665 0.70 0.13 0.84
H -0.303960 -2.105781 1.056672 0.03 -0.75 -0.32
H -1.014722 0.430192 1.906714 2.67 -0.35 -1.81
H 0.847950 0.047024 2.041882 -0.96 -0.03 -0.69
H -1.458937 -1.363119 -1.359639 0.11 0.77 0.07
H -2.791987 0.664813 -0.789693 2.90 -0.17 1.13
H -0.432423 0.874743 -1.950424 0.02 0.95 -1.33
```
Forces are in eV/Å.

Results
orbital gap = 10.1155 eV
2S+1 = 1
SMILES = O[C@]12C[C@H](C1)[C@H]1N[C@H]12
net charge = 0
strongest force on any atom = 4.30 eV Å⁻¹

Löwdin atomic charge list, values in e, 5 entries: 0.023, -0.431, -0.034, -0.155, -0.101



# 2
A cluster of 2 separate species, C6H9NO in total in a non-equilibrium geometry, computed with ωB97M-V/def2-TZVPD.

```
17
Properties=species:S:1:pos:R:3:forces:R:3
C -2.005061 0.477977 -0.806236 0.06 -5.90 0.19
C 0.001311 0.088431 0.557649 -1.82 3.50 -2.91
C 0.656923 -0.834922 1.350546 4.63 -2.64 2.31
C 0.720534 -0.988097 -0.175539 0.84 0.56 0.64
C 0.677189 1.369591 0.290794 6.27 5.10 -0.26
C 1.618896 2.257226 0.146705 -4.28 -2.96 -0.79
H -1.576905 1.365806 -1.076789 0.15 2.48 -1.76
H -3.176778 0.288744 -0.842256 2.68 1.03 0.36
H -1.517618 -0.456748 -1.474960 -1.41 2.57 0.90
H -2.135835 -0.354165 1.177383 3.86 2.02 -2.24
H 1.626168 -0.363478 1.706082 -1.28 -1.19 0.30
H 0.198746 -1.704725 1.889910 0.33 1.37 -0.37
H 0.146373 -1.802964 -0.459656 -1.20 -1.15 -0.88
H 2.055413 -2.048074 -1.442625 -0.44 5.63 1.52
H 2.257307 3.099671 -0.345612 -1.57 -2.10 1.45
N -1.365713 0.270300 0.518046 -7.15 -2.11 2.53
O 1.819054 -0.664578 -1.013447 0.30 -6.22 -0.99
```
Forces are in eV/Å.

Results
orbital gap = 7.7882 eV
2S+1 = 1
net charge = 0
strongest force on any atom = 8.08 eV Å⁻¹

Löwdin atomic charge list, values in e, 5 entries: -0.102, -0.627, -0.029, -0.356, -0.034



# 3
A cluster of 2 separate species, C6H9NO2 in total in a non-equilibrium geometry, computed with ωB97M-V/def2-TZVPD.

```
18
Properties=species:S:1:pos:R:3:forces:R:3
N -0.031907 1.226301 -0.135336 -0.84 -0.63 0.50
C -0.915742 0.677335 0.373256 0.60 0.61 -0.44
C -2.072749 0.037153 1.005324 0.08 -0.10 0.16
C -2.490648 -1.400746 0.539617 0.11 -0.17 -0.05
C -3.887591 -0.871445 0.220236 -0.28 -0.18 0.12
C -3.791376 0.218072 -0.818525 0.09 0.08 -0.25
C -3.472286 0.527101 0.607421 -0.02 0.12 -0.05
O -4.187378 1.436425 1.356563 0.00 0.00 0.12
H -1.942769 0.069208 2.094885 -0.07 0.02 -0.29
H -2.465998 -2.110388 1.372808 0.01 0.16 -0.22
H -1.929732 -1.808086 -0.311515 -0.12 0.12 0.21
H -4.827757 -1.378060 0.437132 0.32 0.16 -0.08
H -4.751656 0.619958 -1.143916 0.27 -0.12 0.11
H -3.013411 0.194781 -1.587093 -0.19 -0.02 0.22
H -4.075134 2.323043 0.996486 0.04 -0.04 -0.06
O 2.759438 -0.114193 -0.678315 -0.07 -0.16 0.16
H 2.135875 -0.614814 -0.127982 0.22 0.47 -0.31
H 2.379745 0.770550 -0.769035 -0.16 -0.32 0.14
```
Forces are in eV/Å.

Results
orbital gap = 11.1035 eV
2S+1 = 1
SMILES = N#C[C@@H]1C[C@@H]2C[C@@]21O.O
net charge = 0
strongest force on any atom = 1.16 eV Å⁻¹

Löwdin atomic charge list, values in e, 5 entries: 0.161, -0.148, -0.191, -0.073, -0.155



# 4
A cluster of 2 separate species, C6H9NO2 in total in a non-equilibrium geometry, computed with ωB97M-V/def2-TZVPD.

```
18
Properties=species:S:1:pos:R:3:forces:R:3
C -1.894057 0.709668 -0.881962 0.87 1.28 1.35
C -1.547732 0.135619 -1.986639 0.08 -0.74 -2.10
C -0.867089 1.397710 0.045285 1.64 -1.14 -1.56
C -0.257994 -1.519458 0.205150 -0.03 -0.69 2.34
C 0.461416 1.416815 -0.432782 -1.39 1.25 -0.53
C 1.821678 -0.799798 1.066391 0.74 0.41 -0.78
N 0.407671 -0.699010 0.916875 0.85 -1.29 -1.64
O -1.254343 -0.373892 -3.003191 -0.12 0.40 1.17
O -1.164791 1.592466 1.224690 -1.00 0.17 1.08
H -2.894784 0.924787 -0.615014 -0.98 -0.29 -0.02
H -1.314040 -1.635171 0.363839 -0.17 0.26 -0.57
H 0.403557 -2.263078 -0.156885 -0.20 -0.89 -1.18
H 0.576027 1.398360 -1.510662 0.18 -0.20 -0.18
H 1.032169 2.187293 0.042954 0.71 0.16 0.42
H 2.310387 -0.012762 0.494773 -0.04 -0.06 0.14
H 2.071757 -0.719359 2.102269 0.20 -0.08 0.66
H 2.049193 -1.751031 0.666466 0.99 -1.00 -0.16
H 0.060977 0.010842 1.458444 -2.32 2.46 1.54
```
Forces are in eV/Å.

Results
orbital gap (spin up / spin down) = 6.5305 / 6.5254 eV
2S+1 = 1
net charge = 0
strongest force on any atom = 3.72 eV Å⁻¹

Löwdin atomic charge list, values in e, 5 entries: -0.033, -0.224, -0.601, 0.108, -0.054



Relative energy (zero: lowest compared OMol25 entry of this formula, charge and spin)? In order: 418.2 874.3 219.7 493.9 kJ/mol.
E? In order: -9901.270 -9896.542 -11951.042 -11948.200 eV.